DFT (the ωB97M-V functional and the def2-TZVPD basis) results for a molecular structure, C49H47BrLaN13O3S3.

LUMO   3.4 eV
HOMO level   -2.92 eV
Charge   -2
E_tot   -180501.773 eV
Relative energy (zero: lowest compared OMol25 entry of this formula, charge and spin)   0.0 kcal per mole

Last column: Mulliken charge in e.
Atoms and positions in Å:
La: -0.0145 0.5465 0.4614  0.842
N: -0.2345 0.6149 -3.4773  -0.085
C: 0.1424 -0.7077 -3.3002  -0.441
S: 0.4612 -1.6276 -4.7799  -0.485
N: -0.0834 -1.1707 -2.1183  0.605
N: 0.1182 -2.5128 -1.7268  0.360
C: 1.1007 -3.2079 -2.2143  -0.494
C: 1.2523 -4.6194 -1.7111  0.528
C: 2.4421 -5.2516 -2.0573  -0.476
C: 2.6931 -6.5528 -1.6439  -0.863
C: 1.7472 -7.1901 -0.8435  -0.415
C: 0.5565 -6.5981 -0.5319  -0.614
C: 0.2640 -5.3200 -0.9374  0.220
O: -0.9361 -4.7417 -0.7139  -0.695
H: 0.2034 0.9747 -4.3395  0.263
H: -0.2064 1.2805 -2.6968  -0.337
H: 1.8433 -2.8047 -2.8814  0.214
H: 3.1129 -4.7036 -2.7185  0.423
H: 3.6115 -7.0684 -1.8975  0.365
H: 1.9263 -8.1902 -0.5255  0.423
H: -0.2421 -7.0996 -0.0511  0.491
C: 3.7823 1.6625 1.8898  -1.453
N: 2.8685 0.6330 2.4918  1.229
C: 3.6522 -0.5882 2.7618  -0.959
C: 2.2662 1.2036 3.7399  -1.195
C: 1.1662 0.2812 4.2737  0.449
C: 1.2544 -0.1646 5.5835  -0.716
C: 0.3787 -1.1444 6.0319  -0.759
C: -0.6583 -1.6012 5.2356  -0.845
C: -0.7635 -1.1116 3.8808  -0.271
C: 0.1421 -0.1635 3.3475  0.730
H: 4.5577 1.9975 2.6125  0.329
H: 3.2659 2.5392 1.4968  0.251
H: 4.3113 1.2456 1.0632  0.404
H: 4.6220 -0.4788 3.3247  0.269
H: 3.8965 -1.0714 1.8153  0.263
H: 3.0483 -1.3069 3.3029  0.181
H: 1.8163 2.1836 3.4897  0.044
H: 3.0889 1.4596 4.4692  0.227
H: 2.1143 0.0214 6.1592  0.426
H: 0.3885 -1.5186 7.0277  0.366
H: -1.3634 -2.2653 5.6879  0.447
H: -1.6429 -1.3491 3.2762  0.187
C: -2.5591 2.3214 2.9999  -1.284
O: -2.3869 1.4272 1.9055  1.236
C: -3.5273 0.9631 1.3738  0.100
C: -4.7884 1.3446 1.8096  -0.684
C: -5.8622 0.5728 1.2985  -0.452
Br: -7.5692 1.1146 1.8373  -0.258
C: -5.6714 -0.4656 0.4258  -0.663
C: -4.4425 -0.7497 -0.0970  0.709
C: -3.3546 -0.0426 0.4346  -0.215
O: -2.1295 -0.3220 0.0267  0.286
C: -4.3107 -1.7195 -1.1841  -0.250
N: -5.3496 -2.3158 -1.7848  -0.838
C: -4.7417 -3.0762 -2.8084  0.179
C: -5.3905 -3.9379 -3.6907  -0.943
C: -4.5789 -4.5791 -4.6059  -0.409
C: -3.2273 -4.2574 -4.7161  -1.013
C: -2.6110 -3.3985 -3.8037  0.176
C: -3.3857 -2.8139 -2.8423  0.631
N: -3.1018 -1.9823 -1.7765  0.919
H: -3.2030 1.8430 3.7655  0.425
H: -3.0264 3.2422 2.6387  0.332
H: -1.6021 2.4650 3.3779  0.021
H: -4.8871 2.1288 2.4825  0.809
H: -6.5051 -1.1857 0.1428  0.333
H: -1.0120 -3.8526 -1.1217  0.336
H: -6.4549 -4.0812 -3.5275  0.415
H: -5.0272 -5.2424 -5.3495  0.323
H: -2.6190 -4.7327 -5.5001  0.398
H: -1.5478 -3.2485 -3.8128  0.158
H: -2.1710 -1.6338 -1.5108  -0.457
S: 2.1493 1.7052 -1.2563  -0.652
C: 1.4769 3.3145 -1.3056  0.023
N: 2.0889 4.4407 -1.4188  -0.460
N: 3.4298 4.3902 -1.4991  0.108
C: 4.1355 5.5710 -1.3349  0.515
C: 3.5303 6.8149 -1.4801  -0.378
C: 4.3238 7.9498 -1.3324  -0.464
C: 5.6539 7.9112 -0.9554  -0.533
C: 6.2628 6.6482 -0.8073  -0.457
C: 5.5367 5.5432 -1.0739  -0.541
N: 0.1012 3.5051 -1.4469  -0.814
N: -0.7022 2.5368 -1.2971  0.807
C: -2.0971 2.8956 -1.3380  0.109
C: -2.5436 3.9938 -0.5989  -0.425
C: -3.8999 4.3064 -0.6195  -0.807
C: -4.7670 3.4171 -1.2025  -0.755
C: -4.2821 2.2839 -1.8406  0.029
C: -2.9837 2.0011 -1.9190  -0.474
H: 3.8927 3.4875 -1.5034  0.256
H: 2.5205 6.8688 -1.8206  0.453
H: 3.9229 8.8989 -1.3865  0.390
H: 6.2044 8.7868 -0.6723  0.372
H: 7.3337 6.4477 -0.6461  0.294
H: 5.9197 4.5484 -0.9841  0.318
H: -1.8321 4.5029 -0.0362  0.613
H: -4.3142 5.2515 -0.1879  0.297
H: -5.7972 3.7009 -1.2791  0.461
H: -5.0425 1.5882 -2.3333  0.198
H: -2.6052 1.1878 -2.4596  0.403
C: 0.9252 -3.3694 2.0209  -1.441
C: 1.8192 -2.7461 1.0288  -0.669
N: 1.8931 -1.5469 0.4743  1.848
C: 3.0105 -1.5160 -0.3157  -0.591
C: 3.6841 -2.6743 -0.1571  -1.220
N: 2.9966 -3.4122 0.7094  0.455
H: 1.2168 -2.9982 3.0258  0.145
H: 1.0581 -4.4693 2.0295  0.546
H: -0.1487 -3.1410 1.8081  0.016
H: 3.2367 -0.6355 -0.9400  0.129
H: 4.5530 -3.0443 -0.6290  0.485
H: 3.1328 -4.4275 0.8178  0.376
S: -0.1506 4.6517 3.6513  -0.421
C: 0.0299 3.6775 2.3471  -0.294
N: 0.2209 2.8547 1.5198  -0.004